No. 1
# C4H5N3O

One molecule with the formula C4H5N3O at a distorted geometry (ωB97M-V/def2-TZVPD, the OMol25 dataset).

Structure (XYZ):
```
13
Properties=species:S:1:pos:R:3:mulliken_charge:R:1
H 0.228 -2.354 1.781 0.291
N 0.937 -2.160 0.911 -0.731
C 0.424 -1.018 0.643 0.531
N -0.246 -0.247 1.510 -0.480
C -0.552 1.007 1.351 0.084
O -0.503 1.820 0.208 -0.363
C -0.384 1.326 -1.024 -0.238
C 0.160 0.195 -1.552 -0.038
N 0.494 -0.840 -0.713 -0.266
H -0.904 1.696 2.165 0.353
H -1.008 2.012 -1.760 0.226
H 0.170 0.112 -2.581 0.408
H 1.186 -1.549 -0.938 0.223
```

Net charge   0
SMILES string   [H]/N=C1\N=COC=CN1
Frontier orbital gap   8.129 eV
E   -10743.664 eV

=====

No. 2
# C5H7BrO

One molecule with the formula C5H7BrO at a distorted geometry (ωB97M-V/def2-TZVPD, the OMol25 dataset).

Structure (XYZ):
```
14
Properties=species:S:1:pos:R:3:mulliken_charge:R:1
C -1.514 0.038 0.596 -1.133
C -0.248 -0.664 0.731 -0.056
C 1.006 0.262 0.768 -0.434
Br 2.392 -0.147 2.065 -0.186
C 0.720 -0.609 -0.396 -0.277
C 0.538 0.467 -1.947 0.051
O -0.120 1.442 -1.991 -0.392
H -1.804 0.663 1.515 0.264
H -2.305 -0.669 0.400 0.338
H -1.395 0.682 -0.329 0.214
H -0.220 -1.247 1.626 0.461
H 0.784 1.271 0.635 0.425
H 1.146 -1.438 -0.869 0.416
H 1.021 -0.051 -2.806 0.309
```

Net charge   0
SMILES string   C[C@@H]1[C@@H](Br)[C@@H]1C=O
Frontier orbital gap   9.819 eV
E   -77385.237 eV

=====

No. 3
# C40H48Br4HfN5O3P

C40H48Br4HfN5O3P as an isolated structure at a distorted geometry (ωB97M-V/def2-TZVPD, the OMol25 dataset).

Structure (XYZ):
```
102
Properties=species:S:1:pos:R:3:mulliken_charge:R:1
Hf -1.075 0.700 0.580 -0.639
C -2.686 1.046 3.544 1.296
C -3.142 1.735 2.376 0.969
C -2.259 2.824 2.117 0.330
C -1.240 2.733 3.098 1.205
C -1.529 1.665 4.007 0.278
C -0.764 1.366 5.231 -1.288
C 0.008 3.567 3.145 -1.727
C -2.544 4.089 1.353 -1.320
C -4.491 1.521 1.747 -1.965
C -3.322 -0.194 4.074 -1.806
H -1.227 0.537 5.825 0.312
H -0.640 2.244 5.890 0.334
H 0.265 1.030 4.978 0.101
H 0.125 4.174 2.227 0.077
H 0.914 2.926 3.225 0.088
H -0.002 4.267 3.972 0.515
H -1.641 4.448 0.825 0.177
H -2.795 4.900 2.059 0.373
H -3.385 4.042 0.625 0.261
H -4.468 1.817 0.677 0.135
H -5.260 2.123 2.293 0.382
H -4.839 0.480 1.855 0.469
H -2.668 -0.678 4.801 0.306
H -3.508 -0.936 3.293 0.258
H -4.297 0.002 4.530 0.380
C 3.268 -0.677 4.255 -0.595
C 2.999 0.320 3.311 -1.106
C 1.877 0.289 2.513 -0.418
C 0.990 -0.807 2.558 -0.470
C 1.317 -1.826 3.496 0.193
C 2.407 -1.759 4.368 -0.987
N -0.228 -0.862 1.875 1.347
N -1.059 -1.870 2.187 -0.595
C -2.136 -2.008 1.288 -1.059
C -2.703 -3.266 1.197 -0.538
C -3.918 -3.454 0.525 -0.820
C -4.467 -2.361 -0.160 -0.588
C -3.755 -1.147 -0.217 0.153
C -2.551 -0.965 0.418 1.415
H 4.180 -0.611 4.845 0.419
H 3.686 1.160 3.249 0.452
H 1.727 1.072 1.748 0.860
H 0.657 -2.654 3.521 0.593
H 2.613 -2.590 5.021 0.449
H -2.272 -4.062 1.795 0.518
H -4.440 -4.396 0.552 0.430
H -5.411 -2.434 -0.656 0.494
H -4.244 -0.337 -0.746 0.394
Br 1.120 6.215 -3.029 -0.157
C 0.038 4.828 -2.359 0.095
C -1.193 4.553 -2.961 0.129
Br -1.747 5.627 -4.421 -0.172
C -1.998 3.518 -2.472 -0.065
Br -3.615 3.174 -3.274 -0.146
C -1.545 2.720 -1.355 0.560
O -2.256 1.688 -0.881 -0.343
C -0.263 3.048 -0.776 -0.336
O 0.190 2.269 0.232 0.658
C 0.464 4.169 -1.244 -0.128
Br 2.122 4.495 -0.521 -0.124
O 0.096 -0.344 -1.045 0.123
P 1.157 -1.043 -1.885 -1.648
N 0.489 -2.338 -2.670 0.724
C -0.897 -2.720 -2.848 -0.312
C -0.869 -4.250 -2.732 -0.608
C 0.465 -4.648 -3.450 -0.844
C 1.285 -3.333 -3.404 -0.649
N 2.512 -1.596 -1.011 0.750
C 3.819 -0.929 -1.046 -0.338
C 4.872 -1.840 -0.411 -0.769
C 4.069 -2.974 0.293 -0.804
C 2.556 -2.733 -0.057 0.408
N 1.814 -0.042 -3.089 0.426
C 2.413 1.267 -2.888 -0.452
C 2.046 2.105 -4.127 -0.286
C 1.901 1.083 -5.269 -0.738
C 1.547 -0.236 -4.555 -0.346
H -1.217 -2.497 -3.892 0.346
H -1.551 -2.222 -2.156 -0.187
H -1.746 -4.711 -3.176 0.504
H -0.810 -4.554 -1.686 0.178
H 0.314 -4.937 -4.503 0.330
H 0.974 -5.496 -2.966 0.307
H 1.438 -3.001 -4.456 0.256
H 2.284 -3.447 -2.942 0.349
H 3.764 0.036 -0.493 0.284
H 4.101 -0.692 -2.059 0.215
H 5.474 -1.253 0.323 0.298
H 5.537 -2.183 -1.174 0.335
H 4.204 -2.940 1.367 0.402
H 4.418 -3.955 -0.054 0.298
H 1.992 -2.490 0.878 -0.715
H 2.003 -3.588 -0.487 0.411
H 3.513 1.190 -2.841 0.225
H 2.097 1.657 -1.918 0.128
H 2.814 2.871 -4.360 0.474
H 1.096 2.653 -3.998 -0.107
H 2.833 0.957 -5.849 0.259
H 1.087 1.310 -5.975 0.393
H 2.202 -1.044 -4.912 0.143
H 0.521 -0.581 -4.710 0.223
```

Net charge   0
Frontier orbital gap (alpha / beta)   4.294 / 4.302 eV
E   -346620.175 eV

=====

No. 4
# C3H6N4O

One molecule with the formula C3H6N4O at a distorted geometry (ωB97M-V/def2-TZVPD, the OMol25 dataset).

Structure (XYZ):
```
14
Properties=species:S:1:pos:R:3:mulliken_charge:R:1
C -2.412 0.515 -1.377 -0.813
C -0.970 0.008 -1.033 0.621
N -0.306 -0.907 -1.543 -0.501
N 0.924 -0.778 -0.804 -0.176
C 0.623 -0.247 0.441 0.327
N 1.398 -0.270 1.431 -0.190
N 1.343 0.617 2.426 -0.565
O -0.473 0.670 0.108 -0.352
H -2.480 0.213 -2.460 0.300
H -3.151 0.064 -0.626 0.247
H -2.323 1.686 -1.301 0.246
H 1.225 -1.825 -0.491 0.333
H 1.391 1.835 2.187 0.257
H 2.167 0.382 3.062 0.265
```

Net charge   0
SMILES string   Cc1n[nH]/c(=N/N)o1
Frontier orbital gap   8.948 eV
E   -11212.187 eV

=====

No. 5
# C5H9Cl

One molecule with the formula C5H9Cl at a distorted geometry (ωB97M-V/def2-TZVPD, the OMol25 dataset).

Structure (XYZ):
```
15
Properties=species:S:1:pos:R:3:mulliken_charge:R:1
C -1.225 0.946 -1.507 -0.944
C -0.623 -0.391 -1.230 -0.097
C -0.237 -0.266 0.113 -0.226
C 0.978 -0.682 0.690 -0.266
C 1.361 -0.556 2.016 -0.387
Cl 2.191 0.949 2.116 -0.192
H -2.153 1.077 -2.452 0.244
H -1.732 1.412 -0.501 0.247
H -0.299 1.754 -1.898 0.214
H -1.455 -1.104 -1.221 0.216
H 0.129 -0.591 -1.902 0.337
H -1.055 0.278 0.647 0.147
H 1.906 -1.342 0.126 0.146
H 1.786 -1.475 2.535 0.373
H 0.428 -0.009 2.466 0.188
```

Net charge   0
SMILES string   CC/C=C/CCl
Frontier orbital gap   10.013 eV
E   -17849.058 eV